DFT (ωB97M-V/def2-TZVPD) results for C33H48Ge2N6O2Pt as an isolated structure in a non-equilibrium geometry.

Positions of all 92 atoms, in Å:
Pt 0.221 0.535 0.484
C -0.394 0.625 4.994
C 0.248 0.806 3.654
O -0.287 0.246 2.691
C 1.447 1.632 3.606
C 2.192 2.054 2.552
C 3.363 2.964 2.811
N 1.901 1.718 1.242
N 2.661 2.200 0.376
C 2.400 1.915 -0.966
O 1.422 1.263 -1.361
C 3.402 2.439 -1.885
C 4.260 3.476 -1.485
C 5.192 3.974 -2.373
C 5.293 3.428 -3.648
C 4.453 2.390 -4.044
C 3.499 1.903 -3.175
H -0.886 -0.344 5.045
H -1.162 1.396 5.113
H 0.321 0.731 5.808
H 1.788 1.990 4.567
H 3.625 2.986 3.864
H 3.106 3.978 2.496
H 4.227 2.651 2.229
H 4.168 3.887 -0.492
H 5.842 4.786 -2.076
H 6.033 3.811 -4.338
H 4.544 1.969 -5.035
H 2.832 1.104 -3.472
C -4.458 -1.425 1.830
C -3.179 -0.628 2.072
Ge -1.876 -0.812 0.557
C -2.593 -0.548 -1.311
C -3.718 -1.523 -1.651
C -1.265 -2.678 0.737
C -0.022 -3.106 0.475
Ge 1.375 -1.628 0.405
C 2.526 -1.614 2.054
C 3.377 -2.830 2.409
C 2.366 -1.613 -1.358
C 3.088 -2.869 -1.821
C 0.374 -4.500 0.308
C 1.716 -4.882 0.386
C 2.086 -6.214 0.352
C 1.117 -7.194 0.199
C -0.219 -6.830 0.068
C -0.590 -5.500 0.105
H -5.023 -1.497 2.761
H -4.259 -2.444 1.494
H -5.098 -0.936 1.097
H -2.641 -0.993 2.946
H -3.391 0.429 2.213
H -1.755 -0.663 -2.000
H -2.948 0.482 -1.381
H -3.397 -2.560 -1.558
H -4.030 -1.362 -2.684
H -4.588 -1.371 -1.014
H -2.024 -3.358 1.125
H 1.852 -1.388 2.883
H 3.175 -0.742 1.917
H 2.764 -3.705 2.618
H 3.954 -2.609 3.308
H 4.087 -3.079 1.620
H 3.075 -0.790 -1.232
H 1.628 -1.295 -2.097
H 3.882 -3.166 -1.136
H 3.550 -2.664 -2.789
H 2.406 -3.708 -1.951
H 2.474 -4.116 0.476
H 3.131 -6.482 0.436
H 1.401 -8.237 0.169
H -0.978 -7.591 -0.056
H -1.631 -5.229 -0.011
C -5.634 2.773 -1.483
C -4.710 3.737 -2.226
C -3.977 3.044 -3.372
C -3.721 4.464 -1.291
N -2.795 3.571 -0.601
C -1.504 3.317 -0.849
N -1.092 2.416 0.018
N -2.164 2.136 0.795
N -3.176 2.821 0.434
H -6.346 2.339 -2.183
H -6.198 3.291 -0.706
H -5.083 1.958 -1.016
H -5.327 4.534 -2.647
H -3.303 2.265 -3.006
H -3.399 3.760 -3.961
H -4.696 2.573 -4.041
H -4.272 5.009 -0.526
H -3.123 5.165 -1.871
H -0.908 3.782 -1.614

## Properties
E_LUMO (spin up / spin down) (eV): -8.5 / -8.5
E (eV): -164295.984
Relative energy (zero: lowest compared OMol25 entry of this formula, charge and spin) (kcal per mole): 34.4
Gap between HOMO and LUMO (spin up / spin down) (eV): 4.105 / 4.121
Multiplicity: 1
Total charge: +2